Entry 1:
ORCA calculation (wB97M-V/def2-TZVPD) on 2 unconnected molecules or ions with the total composition C4H14N2O at a distorted geometry.

Each line ends with the natural charge from an NBO analysis.
Cartesian coordinates (Å):
C 0.759873 -1.520919 0.517762  -0.2042
H 1.369709 1.662153 -1.917517  0.4650
H 1.182438 -2.310095 1.200593  0.1727
C -0.181339 -0.561094 1.345010  -0.2099
H 0.460587 -0.050607 2.036548  0.2019
C -0.806432 1.826526 0.346268  -0.4248
H 1.921240 -0.542235 -0.864729  0.3982
H 0.162068 2.076618 0.802516  0.2135
H -1.606849 2.213023 1.065678  0.1747
C -2.080214 -0.141845 -0.187997  -0.4234
N 1.967231 -0.947762 0.086710  -0.8617
O 1.094820 0.731696 -2.011351  -0.9308
H -0.996757 2.323435 -0.626666  0.1935
H -2.574446 -0.975840 0.340550  0.2038
H -2.925608 0.667329 -0.048167  0.1757
N -0.843111 0.339822 0.358198  -0.5046
H 0.099715 -1.996122 -0.180671  0.1606
H 2.707691 -1.762392 0.097534  0.3522
H 0.298135 0.913457 -1.518630  0.4784
H -1.949670 -0.322939 -1.312702  0.1915
H -0.926984 -1.109785 1.775853  0.1776

Atomic forces in eV per Å
C -0.84 -1.02 3.21
H 1.02 -0.42 -0.64
H -1.37 0.29 -0.14
C 2.37 1.35 -3.47
H -0.02 0.57 0.50
C -0.32 -0.97 2.58
H 0.13 -0.33 0.93
H -0.20 0.44 -0.51
H 0.76 -0.12 -0.86
C -1.88 1.35 -1.03
N 3.26 -1.03 -1.58
O 0.13 1.74 -0.34
H 0.32 -0.63 0.31
H 0.84 -0.19 -0.36
H 1.47 -1.10 -0.52
N -0.11 0.86 -0.45
H -0.14 -0.43 -0.96
H -1.76 2.53 -0.38
H -1.17 -1.26 0.62
H -0.67 -0.11 1.44
H -1.83 -1.51 1.65

Its SMILES is CN(C)CCN.O. The electronic energy comes out at -345.4728 a.u. Its multiplicity is 1. The value obtained for the orbital gap is 8.807 eV. Its energy above the lowest of the compared OMol25 structures with the same formula, charge and spin is 2.8128 eV. As for the LUMO energy: 0.823 eV.

Entry 2:
ORCA calculation (wB97M-V/def2-TZVPD) on 2 unconnected molecules or ions with the total composition C3H8O4 at a distorted geometry.

Each line ends with the natural charge from an NBO analysis.
Cartesian coordinates (Å):
H 0.840979 2.054709 0.470327  0.4649
O -0.172592 -0.224269 -0.777720  -0.5768
H 1.761469 -0.663668 0.293240  0.2038
O 0.024551 0.834981 1.624203  -0.3002
H 1.810140 0.557261 -1.050999  0.1984
H -1.906172 -1.330062 -0.749859  0.1948
C -0.836987 -1.473960 -0.575271  -0.2596
H -1.993110 0.603203 1.269962  0.1589
C -1.148771 1.139346 0.810859  0.6281
O 0.996492 1.890304 1.428869  -0.4197
O -1.249310 2.213205 0.233527  -0.5743
H -0.662012 -1.814042 0.449137  0.1724
H 1.612484 -1.179641 -1.426793  0.1873
H -0.488670 -2.214566 -1.298759  0.1762
C 1.411509 -0.392801 -0.700721  -0.2543

Atomic forces in eV per Å
H 0.22 0.41 0.56
O 2.73 -0.72 -0.10
H -0.36 0.14 0.07
O -1.47 0.79 -1.17
H -0.11 -0.10 0.14
H 0.13 0.16 0.10
C 0.51 0.43 -0.11
H 0.32 -0.74 -0.79
C 1.26 3.76 2.06
O -0.60 -0.82 -0.67
O 0.31 -2.93 0.53
H -0.09 -0.24 -0.03
H 0.20 0.04 0.07
H 0.08 -0.12 0.10
C -3.14 -0.06 -0.76

Its SMILES is O=COO.COC. The electronic energy comes out at -419.8999 a.u. Its multiplicity is 1. The value obtained for the orbital gap is 11.077 eV. Its energy above the lowest of the compared OMol25 structures with the same formula, charge and spin is 5.2122 eV. As for the LUMO energy: 0.828 eV.

Entry 3:
ORCA calculation (wB97M-V/def2-TZVPD) on C2H5NO2 in the gas phase at a distorted geometry.

Each line ends with the natural charge from an NBO analysis.
Cartesian coordinates (Å):
N 0.341223 0.243795 0.276284  -0.6329
H 1.700663 1.184458 -1.017631  0.2077
O -1.259317 -0.112556 1.680189  -0.7272
H 0.449598 0.968261 0.965473  0.4118
O -1.411304 -1.268392 -0.250372  -0.6306
H 0.304780 0.255319 -1.769728  0.2133
C 1.090795 0.278558 -0.982027  -0.4143
C -0.827796 -0.438690 0.400460  0.8768
H -2.127426 -0.530549 1.794991  0.4935
H 1.738784 -0.580204 -1.097640  0.2018

Atomic forces in eV per Å
N 0.10 -0.33 -1.15
H -0.27 -0.11 -0.12
O -0.79 -0.10 -0.27
H 0.18 -0.08 -0.10
O 0.65 0.58 -0.79
H 0.95 0.17 0.07
C -1.29 0.15 -0.04
C 0.10 -0.06 2.38
H 0.28 0.03 -0.05
H 0.10 -0.23 0.05

Its SMILES is CNC(=O)O. The electronic energy comes out at -284.4653 a.u. Its multiplicity is 1. The value obtained for the orbital gap is 10.914 eV. Its energy above the lowest of the compared OMol25 structures with the same formula, charge and spin is 0.0568 eV. As for the LUMO energy: 0.808 eV.